No. 1
45
Properties=species:S:1:pos:R:3:forces:R:3:mulliken_charge:R:1 method="wB97M-V/def2-TZVPD" e_above_lowest_kj_mol=397.7 energy_ha=-993.2652 homo_lumo_gap_ev=6.78 homo_ev=-7.45 fmax_ha_per_bohr=0.05959 multiplicity=1 smiles="COc1ccc(C=C(C#N)C#N)cc1.C=C1N(C)CCCN1C"
O -3.9716 0.9929 2.8555 0.263 0.256 -0.282 -0.437
N 2.1924 -5.1899 0.9757 0.563 -0.357 -0.056 0.082
N 2.0757 3.1727 2.9770 0.364 -2.676 -0.698 -0.522
N 1.0255 -4.4715 -0.9058 0.086 -0.083 -0.444 0.157
N 4.9653 0.0752 1.9807 -2.510 0.590 0.341 -0.500
C 1.7899 -4.1458 0.1818 0.165 1.407 0.489 1.161
C -0.8572 -0.8715 2.8460 0.752 0.303 0.000 -0.494
C 0.9332 -6.8425 -0.3095 0.109 -0.384 -0.197 -0.719
C 2.9825 -4.8963 2.1354 0.290 0.104 0.227 -1.122
C -2.1708 -0.5324 3.0624 -0.668 0.682 -0.244 -0.685
C 2.1600 -2.8345 0.4557 -0.307 -1.443 -0.281 -1.641
C 3.8361 0.3493 2.1334 2.900 -0.932 -0.334 0.002
C 0.5973 -3.4198 -1.7796 -0.041 0.313 -0.269 -1.242
C -0.4539 1.2854 1.8176 0.499 -0.307 0.391 -0.697
C 2.2285 2.0508 2.6672 -0.409 2.951 0.534 -0.332
C -1.7655 1.6594 2.0370 -0.870 -0.498 0.175 -0.389
C 1.4821 -6.4408 1.0353 -0.300 -0.069 0.221 -0.590
C -2.6518 0.7413 2.6565 0.594 0.143 -0.237 0.835
C 1.4721 -0.2579 2.2386 0.632 0.868 0.250 -0.262
C -4.5529 2.1750 2.2589 0.266 -0.465 0.346 -0.820
C 0.2595 -5.6861 -1.0025 -0.449 -0.012 0.146 -0.612
C 2.4659 0.6894 2.3035 -0.938 -0.828 0.118 0.517
C 0.0651 0.0616 2.2982 -1.142 0.027 -0.203 0.437
H 0.1355 -5.9142 -2.0654 -0.056 -0.015 0.117 0.362
H 1.4601 -2.8275 -2.0945 -0.114 0.001 -0.028 0.399
H -4.1322 3.0871 2.7039 -0.117 -0.217 -0.114 0.329
H 0.1396 -3.8660 -2.6693 0.055 0.144 0.195 0.315
H -0.1282 -2.7446 -1.3002 0.009 -0.051 -0.111 0.361
H -0.4949 -1.8633 3.1240 -0.097 0.280 0.013 0.385
H -5.6110 2.0884 2.5044 0.122 0.166 -0.092 0.244
H 1.7640 -2.0349 -0.1566 0.382 -0.047 0.163 0.313
H 2.1824 -7.2021 1.3921 -0.144 0.034 -0.014 0.381
H 0.6616 -6.3833 1.7731 0.036 -0.018 -0.048 0.299
H 3.8901 -4.3632 1.8399 -0.028 -0.060 0.168 0.380
H -2.8751 -1.2207 3.5283 0.185 0.127 -0.183 0.405
H -2.1187 2.6452 1.7232 0.165 -0.465 -0.006 0.355
H 1.7354 -7.2392 -0.9370 0.033 0.122 0.031 0.330
H 2.4388 -4.2780 2.8673 0.071 -0.074 -0.030 0.299
H 0.2063 -7.6428 -0.1702 0.023 -0.076 -0.044 0.343
H 1.7500 -1.3091 2.2072 -0.003 0.228 -0.199 0.582
H -4.4181 2.1843 1.1678 0.038 -0.059 0.293 0.358
H 3.2752 -5.8393 2.6101 -0.052 0.250 -0.072 0.316
H -0.7513 -5.5329 -0.5843 0.051 -0.053 -0.028 0.315
H 2.9440 -2.6645 1.1851 -0.289 0.223 -0.239 0.215
H 0.1974 1.9522 1.2586 -0.119 -0.027 0.233 0.587

=====

No. 2
17
Properties=species:S:1:pos:R:3:forces:R:3:mulliken_charge:R:1 method="wB97M-V/def2-TZVPD" e_above_lowest_kj_mol=553.6 energy_ha=-434.3153 homo_lumo_gap_ev=10.10 homo_ev=-9.46 fmax_ha_per_bohr=0.09740 multiplicity=1 smiles="CN(C)NC(=O)NO"
O -2.0821 -1.2241 -0.3443 -0.154 1.196 0.572 -0.649
O -0.6055 1.8165 0.1649 -0.915 0.377 0.644 -0.477
N -0.0167 -0.5907 -0.7677 2.253 1.093 0.764 -0.221
N 1.0545 -0.0972 0.0488 1.264 -1.028 0.536 -0.087
N -1.4514 0.7247 0.6849 -1.017 2.866 -1.679 -0.168
C -1.2262 -0.3607 -0.1355 -1.780 -4.168 -2.132 0.417
C 2.0524 0.6836 -0.6890 -1.557 -0.805 -1.203 -0.839
C 1.5996 -1.1156 0.9856 -0.647 0.540 2.612 -0.894
H 1.9769 -0.5742 2.0860 -0.572 -1.382 -3.529 0.263
H 0.3058 1.4837 0.2942 -0.689 -0.215 0.576 0.482
H -2.4692 1.1345 0.4514 2.913 -1.586 0.872 0.342
H 2.3976 -1.8210 0.5239 -1.298 1.115 0.883 0.287
H 1.4232 1.5025 -1.1160 1.199 -0.526 -0.436 0.303
H 0.6567 -1.6497 1.3755 1.706 0.224 -0.784 0.314
H 2.8220 1.0752 -0.0726 0.420 0.365 0.972 0.319
H 2.5580 0.0222 -1.4168 -0.240 0.586 -0.295 0.324
H 0.1707 -1.4146 -1.4183 -0.886 1.349 1.626 0.286

=====

No. 3
6
Properties=species:S:1:pos:R:3:forces:R:3:mulliken_charge:R:1 method="wB97M-V/def2-TZVPD" e_above_lowest_kj_mol=0.0 energy_ha=-2651.9773 homo_lumo_gap_ev=10.67 homo_ev=-9.64 fmax_ha_per_bohr=0.06797 multiplicity=1 smiles="C=CBr"
Br -2.1403 0.0321 -0.0125 0.274 -0.273 -0.332 -0.155
C -0.2831 -0.5455 -0.0591 -1.251 2.319 0.593 -0.184
C 0.6068 0.4315 -0.0024 2.307 -2.624 0.065 -0.547
H 0.3972 1.4333 -0.1573 -0.810 1.697 -0.069 0.291
H 1.7065 0.2348 0.1438 -1.269 -0.146 -0.277 0.204
H -0.2871 -1.5863 0.0875 0.749 -0.973 0.020 0.392

=====

No. 4
51
Properties=species:S:1:pos:R:3:forces:R:3:mulliken_charge:R:1 method="wB97M-V/def2-TZVPD" energy_ha=-2619.4864 homo_lumo_gap_ev=6.34 homo_ev=-14.61 fmax_ha_per_bohr=0.13299 charge=+2 multiplicity=1
Sc -0.8569 -0.6320 1.8287 0.465 -1.759 -0.575 0.109
Cl 0.5718 -2.4257 1.5665 -0.616 0.831 0.066 -0.222
P 0.0433 0.1960 -0.6491 0.497 -0.384 -2.728 1.650
O 0.9890 2.1597 1.7059 -3.236 -4.688 -0.581 -0.196
N -0.4158 -0.4412 3.9507 -0.476 0.131 0.316 -0.127
C -0.4043 2.8552 -1.2611 0.184 0.259 -0.036 -0.153
C 1.0644 -1.5883 -2.5840 -0.112 0.060 0.247 -0.144
C -1.4694 -0.2147 -1.5676 -0.151 -0.090 0.031 0.320
C -1.7073 0.3732 -2.8202 -0.100 0.072 0.196 -0.034
C 0.5102 1.7987 -1.3676 -0.163 0.500 0.351 0.245
C 0.0479 -0.2712 6.7036 0.007 -0.083 -0.371 -0.095
C 3.2327 -2.6185 -2.3679 0.047 0.008 0.166 -0.546
C -2.8829 0.0954 -3.5108 0.141 -0.241 0.302 -0.794
C -0.0942 4.1026 -1.7937 0.117 -0.146 -0.060 -0.849
C 2.0228 3.2354 -2.5973 -0.266 -0.051 0.123 -0.762
C 1.7112 1.9865 -2.0589 0.058 -0.103 -0.032 -0.224
C -0.3594 -1.5805 4.7052 0.276 0.977 0.254 0.114
C -3.8451 -0.7263 -2.9170 0.100 0.165 0.046 -0.531
C 2.0420 -2.4510 -3.0746 0.105 0.137 0.182 -0.791
C -3.6034 -1.3226 -1.6775 -0.195 -0.291 -0.019 -0.671
C 0.3077 1.1987 1.6600 3.805 5.572 1.115 0.402
C 1.2974 -0.8882 -1.3943 0.410 -0.314 0.472 0.216
C 2.5335 -0.9869 -0.7383 -0.098 -0.310 -0.076 0.034
C 0.0689 0.8651 5.9065 -0.327 0.498 -0.697 -0.873
C 3.4912 -1.8836 -1.2033 -0.161 0.150 -0.199 -0.785
C -2.3793 -1.1415 -1.0352 -0.114 0.597 -0.121 -0.558
C -0.2283 0.7668 4.5475 0.328 -0.779 0.582 0.133
C -0.1149 -1.5045 6.0760 -0.282 -0.578 -0.362 -0.794
C 1.1312 4.2953 -2.4436 0.016 -0.028 0.022 -0.472
H -0.5054 -2.5206 4.1664 0.153 0.281 0.377 0.468
H -0.0605 -2.4344 6.6363 -0.116 0.211 -0.030 0.381
H -0.3085 1.6460 3.9075 0.110 -0.209 0.438 0.468
H 2.3898 1.1531 -2.2269 -0.097 0.232 0.153 0.343
H 2.9564 3.3588 -3.1452 -0.255 0.038 0.164 0.440
H -1.9503 -2.8269 1.5646 -0.977 -0.441 0.313 -0.260
H 4.4294 -2.0049 -0.6612 -0.229 0.040 -0.239 0.432
H -4.3739 -1.9419 -1.2160 0.270 0.017 -0.240 0.427
H 0.1331 -0.1913 7.7862 0.240 -0.100 -0.279 0.447
H 1.8641 -2.9976 -3.9996 0.070 0.123 0.242 0.435
H -2.1267 -1.7681 -0.1647 -0.124 0.302 -0.287 0.293
H 1.3882 5.2757 -2.8441 -0.130 -0.247 0.074 0.415
H -0.9642 1.0457 -3.2493 -0.269 -0.154 0.113 0.512
H 2.7354 -0.3659 0.1376 -0.006 -0.289 -0.110 0.369
H -0.8091 4.9191 -1.7220 0.158 -0.156 0.006 0.436
H -2.6971 -2.9771 1.7342 0.848 0.393 -0.092 0.346
H -1.3801 2.6875 -0.8067 0.130 0.119 0.028 0.378
H -3.0372 0.5232 -4.4989 -0.060 -0.093 0.227 0.448
H 3.9733 -3.3320 -2.7212 -0.123 0.158 0.026 0.424
H 0.1284 -1.4539 -3.1242 0.222 -0.183 0.141 0.377
H 0.2950 1.8511 6.2952 -0.205 -0.118 0.172 0.386
H -4.7843 -0.8974 -3.4367 0.129 -0.033 0.189 0.432

=====

No. 5
8
Properties=species:S:1:pos:R:3:forces:R:3:mulliken_charge:R:1 method="wB97M-V/def2-TZVPD" e_above_lowest_kj_mol=841.0 energy_ha=-428.8342 homo_lumo_gap_ev="7.53 / 6.77" homo_ev="-5.52 / -5.29" fmax_ha_per_bohr=0.06551 charge=-1 multiplicity=1
O 2.9852 -0.2557 0.7866 -0.744 -0.054 -0.941 -0.605
O 1.5148 -1.3228 -0.4760 0.656 -0.284 0.012 -0.526
N -3.0511 -1.1780 -0.4956 0.162 0.443 0.391 -0.458
N -1.0956 1.4453 0.3693 2.586 0.048 -0.364 -0.440
N 1.9826 -0.3025 0.0388 0.483 -0.755 1.731 0.774
C 0.1089 1.2782 0.0856 -2.848 -1.523 0.958 0.734
C -2.4608 -0.3130 0.0142 0.655 0.237 -0.622 0.010
C 1.2645 0.7734 -0.2650 -0.949 1.888 -1.163 -0.489

=====

No. 6
14
Properties=species:S:1:pos:R:3:forces:R:3:mulliken_charge:R:1 method="wB97M-V/def2-TZVPD" e_above_lowest_kj_mol=366.0 energy_ha=-950.3294 homo_lumo_gap_ev="7.36 / 6.84" homo_ev="-6.60 / -8.87" fmax_ha_per_bohr=0.07965 multiplicity=3
S 3.5760 0.4599 0.2503 0.683 0.136 0.203 -0.154
P -1.2047 0.9020 0.1830 -0.852 0.346 -0.790 0.272
O -0.0411 -1.4730 -0.1534 1.568 1.627 1.344 -0.497
N -0.2019 1.5722 -0.8021 -0.526 0.317 -0.738 -0.766
C 1.4181 -1.3437 0.1109 -2.130 -0.035 3.498 -0.496
C 2.0542 0.0056 -0.1566 -1.985 -0.514 -1.903 -0.301
H -0.1162 -1.9534 -0.9337 -0.339 -1.176 -2.268 0.275
H 1.4147 0.6893 -0.8777 1.041 -1.142 1.239 0.448
H 1.3361 -1.4778 1.2603 0.803 0.255 -1.438 0.227
H -0.7005 0.2569 1.2331 0.736 -1.122 1.428 0.038
H 0.3789 2.3754 -0.5825 -0.568 -0.181 0.270 0.302
H 1.8020 -2.2982 -0.2059 1.049 0.013 -0.689 0.494
H -2.0855 1.6572 0.9813 -0.298 0.476 -0.379 0.089
H -2.1147 -0.0733 -0.3900 0.819 0.999 0.223 0.071

=====

No. 7
103
Properties=species:S:1:pos:R:3:forces:R:3:mulliken_charge:R:1 method="wB97M-V/def2-TZVPD" e_above_lowest_kj_mol=0.0 energy_ha=-3343.8101 homo_lumo_gap_ev=8.39 homo_ev=-10.89 fmax_ha_per_bohr=0.04596 charge=+1 multiplicity=1
S 0.3798 5.5610 -0.1798 -0.214 0.384 -0.465 -0.166
P -0.1371 -1.0783 4.5842 0.941 0.442 0.690 -0.293
P 0.7171 -0.8122 -0.4869 0.303 -2.314 0.372 0.999
Si -1.8943 1.9908 5.2123 -0.724 1.050 0.942 0.334
O 4.5350 -4.0480 -3.7975 0.107 -0.029 0.038 -0.463
O 3.0801 5.0408 -0.1531 0.009 0.038 -0.185 -0.265
O 1.3878 0.1571 0.5925 -0.250 0.893 -0.650 -0.540
O 1.0725 -2.2097 -0.2421 -0.159 -0.146 0.074 -0.748
O -4.1318 5.2675 1.6090 -1.411 0.130 -0.464 -0.589
O 1.1552 -0.3879 -1.9809 -0.105 1.110 0.860 -0.410
O 0.3650 -3.2323 -6.6611 0.101 0.159 0.081 -0.372
N -0.9429 -0.2979 2.1272 0.084 -0.057 0.064 -0.184
N -1.6620 0.5852 0.1202 0.009 0.148 0.411 0.099
N -2.0755 1.5806 2.3219 0.269 0.133 0.282 0.032
N 2.1492 5.6230 1.7717 0.370 -0.271 -0.661 -0.190
N -1.6530 1.1853 3.5900 0.338 -0.059 0.416 0.433
N -2.3645 6.2075 2.6384 0.728 0.110 -0.627 -0.307
N 3.5227 5.4671 1.9761 0.071 -0.225 -1.006 -0.520
C 4.9782 -2.1437 -5.2968 -0.026 0.033 0.139 -0.996
C 1.0297 -4.0234 -7.6315 0.067 -0.071 -0.083 -0.208
C -1.5788 0.6655 1.4644 -0.205 0.142 -0.339 0.919
C -1.9747 3.8576 5.0273 0.496 -0.651 -0.587 -1.177
C -1.4325 -1.7116 5.7360 0.258 0.118 -0.225 -0.255
C -0.9954 0.0305 3.4139 -0.321 -0.788 -0.707 -0.245
C -2.2423 1.5163 -0.8322 -0.025 0.297 -0.783 -1.163
C 0.3318 -4.0667 -8.9795 -0.122 0.012 0.063 -1.303
C 3.6711 -3.3579 -2.9161 -0.093 0.012 0.134 -0.442
C -3.5587 1.4096 5.8544 0.186 0.195 -0.400 -1.242
C -1.0341 -5.0334 -5.7359 0.111 -0.028 -0.045 -0.938
C 4.0133 5.1196 0.8266 -0.256 0.459 1.564 -0.031
C -2.1888 3.9705 1.5610 -0.036 0.236 0.826 1.096
C 0.3105 -2.4712 3.4908 -0.322 -0.539 -0.036 -0.004
C -1.2326 2.2793 -1.7242 0.022 -0.687 0.651 -1.108
C -2.9807 5.2120 1.9287 0.585 -0.203 0.160 -0.302
C -0.7742 -2.1928 7.0359 -0.087 0.174 -0.253 -1.170
C 2.2104 -3.3965 -3.3220 -0.039 0.081 -0.335 -0.619
C 1.9559 5.3779 0.5099 -0.317 -0.062 1.145 0.593
C -0.0119 2.8751 -1.0076 0.019 0.359 -0.662 -0.153
C 0.3276 4.3074 -1.4823 0.426 -0.348 0.307 -0.983
C -0.5094 1.6471 6.4102 -0.278 -0.779 -0.317 -0.958
C -2.9093 2.7582 2.1436 -0.325 0.028 -0.583 -2.231
C -0.9479 -3.6348 -6.3232 -0.115 -0.072 0.017 -0.358
C 0.4526 -3.7897 4.2617 -0.303 0.226 -0.334 -1.517
C -1.0901 -0.6356 -0.4363 0.071 0.609 -0.510 -1.294
C 4.5445 -3.5911 -5.1370 -0.042 -0.006 -0.138 -0.040
H -0.5205 -4.1178 4.6139 -0.052 -0.067 0.305 0.326
H -2.1009 -0.8822 5.9477 -0.298 -0.028 -0.014 -0.030
H 2.0122 -3.5647 -7.7465 -0.001 0.039 0.045 0.296
H 5.2497 -4.2406 -5.6552 0.015 -0.034 0.044 0.380
H 5.9517 -1.9836 -4.8312 0.026 -0.011 -0.032 0.309
H -0.7866 0.7921 7.0239 0.043 -0.107 0.085 0.161
H -1.8101 3.0322 -2.2514 -0.030 0.159 -0.121 0.695
H 0.8522 2.2730 -1.2703 0.095 -0.226 0.162 0.293
H -1.2599 4.1768 4.2701 0.027 0.194 -0.091 0.233
H -0.8816 1.5622 -2.4615 0.061 0.065 -0.276 0.490
H -0.4318 -2.6183 2.7129 -0.099 0.091 -0.145 0.244
H 4.2690 -1.4532 -4.8365 -0.037 -0.002 -0.057 0.150
H 1.2966 4.3095 -1.9695 0.129 0.120 -0.089 0.545
H -0.0981 2.8249 0.0717 -0.094 0.091 0.215 0.201
H 1.9903 0.0923 -1.9221 0.149 -0.040 -0.616 0.291
H -1.6148 -3.5388 -7.1877 0.011 -0.038 -0.011 0.361
H 0.9428 -4.6134 -9.6975 0.024 0.009 -0.004 0.409
H -0.4447 2.4967 7.0811 0.108 0.259 -0.020 0.518
H -1.9948 -2.5131 5.2694 -0.227 -0.017 -0.139 0.632
H -0.6738 -1.3672 7.7316 -0.017 0.052 0.214 0.336
H -0.3675 4.6808 -2.2246 -0.264 0.096 0.010 0.500
H 5.0538 4.9226 0.6557 0.032 -0.143 -0.452 0.438
H -0.3689 -5.1269 -4.8764 -0.020 0.014 0.027 0.157
H 1.1985 -5.0369 -7.2504 -0.043 -0.011 -0.013 0.370
H 3.5653 -3.7499 -5.6040 -0.013 0.043 0.021 0.014
H 4.0055 -2.3185 -2.7869 -0.015 0.010 -0.041 0.269
H -2.9579 4.2338 4.7754 -0.127 0.211 0.050 0.369
H -3.5076 1.0406 6.8734 0.013 -0.201 0.104 0.438
H 0.7785 -4.5479 3.5589 0.242 -0.139 -0.016 0.440
H 2.0368 -2.8721 -4.2648 -0.017 -0.016 -0.002 0.224
H -2.8254 0.9127 -1.5237 -0.291 -0.079 0.027 0.457
H 1.8746 -4.4260 -3.4545 0.020 -0.019 0.054 0.317
H 0.4519 1.4036 5.9732 0.213 0.233 -0.028 0.363
H -1.3596 6.1171 2.7013 0.040 0.096 0.046 0.235
H -2.0549 -5.2431 -5.4150 -0.010 0.012 0.011 0.400
H -1.3761 -2.9763 7.4796 -0.043 -0.087 0.230 0.349
H -2.1967 3.9584 0.4798 0.293 -0.097 -0.214 -0.195
H -3.7476 2.4677 1.5206 -0.138 0.031 -0.141 0.419
H 1.2485 -2.2546 2.9916 0.097 0.306 -0.070 0.367
H 5.0493 -1.8889 -6.3543 0.013 -0.014 -0.015 0.424
H 1.1512 -3.7293 5.0866 0.142 -0.073 0.144 0.364
H -2.6290 7.1200 2.2907 -0.283 0.154 0.488 0.295
H 0.1659 -3.0571 -9.3572 0.034 0.006 -0.014 0.316
H -1.6214 4.2951 5.9543 -0.158 0.088 0.252 0.493
H -1.3923 -0.6949 -1.4793 -0.095 0.003 -0.143 0.587
H 3.7964 -3.8459 -1.9496 0.040 -0.032 -0.011 0.307
H 0.2266 -2.5726 6.8678 0.122 -0.205 -0.024 0.236
H -4.0085 0.6672 5.2005 -0.048 -0.282 0.086 0.375
H -4.2384 2.2584 5.8561 -0.100 0.144 0.050 0.413
H -1.2873 -2.9084 -5.5832 0.045 0.038 -0.005 0.306
H -0.6364 -4.5660 -8.9226 0.022 -0.045 -0.014 0.298
H -2.9532 2.2120 -0.4063 0.074 -0.067 0.528 0.367
H -1.4737 -1.5212 0.0525 0.088 -0.129 0.247 0.623
H -1.1784 4.0487 1.9450 0.290 -0.198 -0.136 0.538
H 1.5967 -2.9152 -2.5654 0.014 -0.098 0.131 0.184
H -0.7513 -5.7983 -6.4598 -0.054 -0.004 -0.018 0.283
H -3.3653 3.0405 3.0819 0.102 -0.295 0.333 0.708
H 2.2834 0.4259 0.3585 0.158 0.000 0.223 0.388